The following is a DFT calculation (ωB97M-V with the def2-TZVPD basis set) of an isolated molecule of C6H3BF6O2.

Last column: Löwdin charge in e.
Positions of all 18 atoms, in Å:
F -1.117 -1.629 -0.531  0.103
F -1.774 1.031 2.648  0.075
F -1.147 -1.288 2.106  0.018
F -0.788 3.129 -1.437  0.073
F -2.231 2.980 0.786  0.069
F 0.424 0.819 -2.610  0.158
O 2.437 -1.013 0.183  0.174
O 1.240 -2.278 -1.488  0.180
C -0.390 -0.376 1.360  -0.160
C -0.091 -0.958 -0.032  -0.060
C -1.435 1.882 0.468  -0.093
C -0.759 1.904 -0.853  -0.203
C -1.183 0.953 1.418  -0.111
C -0.224 0.923 -1.519  -0.023
B 1.292 -1.456 -0.440  -0.702
H 3.202 -1.588 0.068  0.113
H 1.930 -2.798 -2.080  0.199
H 0.614 -0.238 1.951  0.191

Output
**HOMO-LUMO gap**: 0.3036 Ha
**HOMO level**: -9.22 eV
**E**: -1004.8658 a.u.
**Charge**: 0

The following is a DFT calculation (ωB97M-V with the def2-TZVPD basis set) of C29H33As2KN6O5S2 as an isolated structure.

Last column: Löwdin charge in e.
Positions of all 78 atoms, in Å:
As -2.061 0.120 2.268  1.112
As -0.829 -2.562 0.533  1.135
K 0.158 0.851 -0.271  0.528
S 1.470 -0.675 2.767  0.457
S -1.874 1.854 -2.362  0.322
O -0.435 1.827 -2.638  -0.423
O -2.206 0.969 -1.240  -0.466
O -0.684 6.466 -2.949  0.010
O -2.709 1.628 -3.525  -0.345
O -2.231 3.332 -1.897  -0.219
N -2.634 7.442 -2.329  0.100
N 2.464 -0.663 -0.052  -0.019
N -0.903 3.592 0.123  0.037
N 3.305 1.230 2.744  0.024
N 0.961 -1.271 -2.244  0.111
N 3.176 0.124 0.775  -0.042
C 4.522 -1.053 -1.338  -0.174
C 5.009 -0.627 -2.573  -0.037
C 2.651 -2.792 -2.953  -0.034
C -1.199 4.175 -1.150  -0.311
C -2.691 4.907 1.079  -0.132
C 0.533 -2.753 -4.063  -0.077
C 3.057 -1.139 -1.089  -0.213
C -2.011 -2.829 2.093  -0.410
C -1.833 5.518 -1.087  -0.147
C -2.537 -1.729 2.786  -0.407
C -1.637 6.451 -2.177  -0.510
C 5.436 -1.405 -0.345  -0.032
C -1.715 3.896 1.101  -0.229
C -2.003 0.895 4.078  -0.329
C -3.233 -4.334 3.557  -0.111
C 6.799 -1.346 -0.587  -0.096
C 0.159 -1.738 -3.191  -0.125
C -3.762 -3.245 4.238  -0.110
C -3.413 -1.963 3.848  -0.129
C -2.371 -4.116 2.495  -0.134
C -2.652 5.775 -0.009  -0.091
C -3.862 0.723 1.782  -0.306
C -1.875 -3.657 -0.735  -0.320
C 1.804 -3.292 -3.926  -0.088
C 6.374 -0.559 -2.814  -0.099
C 7.275 -0.923 -1.823  -0.117
C 2.670 0.257 1.992  -0.963
C 2.197 -1.765 -2.121  -0.231
C 0.524 -3.922 0.942  -0.325
H -3.201 6.712 0.034  0.094
H -3.835 -1.120 4.383  0.079
H -4.443 -3.395 5.068  0.090
H 8.341 -0.871 -2.009  0.088
H -1.537 3.358 2.035  0.076
H 6.735 -0.215 -3.776  0.093
H -0.329 4.142 -1.799  0.124
H -0.815 -1.262 -3.256  0.120
H -3.830 1.809 1.683  0.013
H -3.494 -5.345 3.850  0.090
H -4.092 0.317 0.797  0.018
H -1.265 -3.791 -1.630  -0.002
H -3.287 5.120 1.957  0.062
H 0.106 -4.890 1.223  0.005
H -1.176 0.439 4.622  0.007
H 3.735 1.959 2.194  0.075
H 2.777 1.526 3.547  0.049
H -1.970 -4.972 1.963  0.078
H 3.653 -3.182 -2.831  0.110
H -0.150 -3.099 -4.827  0.094
H -4.626 0.434 2.506  0.011
H -2.932 0.782 4.637  0.004
H 4.306 -0.339 -3.346  0.121
H 7.498 -1.624 0.193  0.093
H -1.794 1.958 3.956  0.002
H 5.060 -1.714 0.621  0.113
H 1.140 -4.039 0.048  0.010
H -2.556 7.875 -3.238  0.073
H 2.135 -4.092 -4.577  0.095
H 1.152 -3.531 1.743  -0.015
H -3.566 7.112 -2.130  0.071
H -2.771 -3.101 -1.011  0.021
H -2.156 -4.636 -0.344  0.006

Output
**HOMO-LUMO gap**: 0.2031 Ha
**HOMO level**: -1.49 eV
**E**: -7697.6065 a.u.
**Charge**: -2

The following is a DFT calculation (ωB97M-V with the def2-TZVPD basis set) of C22H30CaI2N3O7S as an isolated structure.

Last column: Löwdin charge in e.
Positions of all 66 atoms, in Å:
I -0.239 4.448 -5.918  -0.171
I 0.886 4.162 -2.934  -0.031
Ca 0.032 0.200 0.927  1.296
S 2.015 -1.665 1.927  0.528
O -1.550 0.778 -0.708  -0.165
O -1.723 -0.826 2.626  -0.068
O -1.853 1.861 1.716  -0.197
O 0.033 0.931 3.268  -0.055
O -1.378 0.441 4.942  0.115
O -3.328 1.865 -1.517  0.001
O -0.955 -2.480 1.384  0.000
N 1.139 2.480 0.831  -0.059
N -0.227 1.106 -4.182  -0.217
N 2.448 0.408 -0.507  -0.041
C 1.527 -3.012 5.712  -0.115
C -1.717 1.099 -4.160  0.011
C 0.189 -1.068 -2.844  -0.198
C -0.483 -1.951 -3.690  -0.054
C 0.548 -2.931 -1.273  -0.083
C -1.010 -1.883 2.460  -0.660
C -0.132 -3.783 -2.144  -0.073
C 1.281 -2.230 3.421  -0.629
C -1.125 0.788 3.670  -0.570
C 0.678 -1.638 -1.688  0.061
C -2.570 1.525 -0.608  -0.644
C -2.257 1.574 3.039  -0.117
C 3.065 1.733 -0.419  -0.269
C 0.397 0.416 -3.016  -0.131
C -2.906 2.078 0.784  -0.096
C 2.079 -2.596 4.511  -0.134
C -0.116 -2.299 3.599  -0.177
C -0.633 -3.291 -3.341  -0.084
C 2.597 2.403 0.862  -0.259
C 0.148 -3.066 5.874  -0.117
C -0.665 -2.696 4.811  -0.059
C 0.355 0.731 -5.492  -0.036
H -2.058 1.821 -4.899  0.075
H -3.172 0.986 3.059  0.132
H 3.079 3.381 0.965  0.110
H -1.170 -3.950 -4.011  0.099
H 0.907 -3.251 -0.302  0.073
H -1.744 -2.708 4.914  0.118
H -0.285 -4.819 -1.872  0.105
H 2.674 -0.057 -1.377  0.061
H 2.729 2.329 -1.273  0.036
H -0.007 0.919 -2.137  0.086
H 1.464 0.650 -3.084  0.117
H -2.395 2.497 3.615  0.144
H -3.112 3.146 0.687  0.131
H 0.064 2.096 -4.019  -0.084
H -3.817 1.574 1.117  0.132
H 1.426 0.916 -5.457  0.105
H 0.733 2.797 1.704  0.072
H -0.598 -0.048 5.253  0.123
H -2.068 1.381 -3.167  0.073
H 4.160 1.705 -0.448  0.110
H 2.179 -3.290 6.532  0.091
H -2.077 0.105 -4.405  0.092
H 2.885 1.792 1.721  0.113
H 0.164 -0.317 -5.699  0.082
H 2.816 -0.187 0.235  -0.032
H 3.154 -2.536 4.398  0.086
H -0.925 -1.613 -4.618  0.083
H -0.091 1.366 -6.253  0.039
H -0.286 -3.387 6.813  0.088
H 0.821 3.088 0.083  0.035

Output
**HOMO-LUMO gap (alpha / beta)**: 0.2278 / 0.1836 Ha
**HOMO level (alpha / beta)**: -4.53 / -4.53 eV
**E**: -3218.6947 a.u.
**Charge**: -1

The following is a DFT calculation (ωB97M-V with the def2-TZVPD basis set) of C25H19N6O2RuS4 as an isolated structure.

Last column: Löwdin charge in e.
Positions of all 57 atoms, in Å:
Ru -0.367 -0.055 0.174  0.703
S 0.562 -0.835 2.145  0.720
S -1.398 1.314 -1.608  0.667
S 2.754 0.914 -0.399  0.579
S -2.429 -0.260 1.223  0.658
O 3.924 0.320 0.192  -0.294
O 2.152 2.047 0.254  -0.316
N -2.505 3.144 0.029  0.136
N -3.736 0.821 4.503  0.161
N -0.422 -1.890 -0.775  -0.059
N -0.595 2.031 0.757  -0.043
N 1.578 -0.174 -0.635  -0.276
N 0.027 -0.151 5.749  0.176
C 2.599 2.296 -4.177  -0.071
C -1.508 2.262 -0.204  -0.828
C 2.101 -3.856 -2.631  -0.048
C 2.236 1.867 -2.912  -0.060
C 4.913 1.872 -3.667  -0.072
C -0.590 2.745 1.876  -0.255
C 0.751 -2.266 -1.378  -0.140
C 0.536 2.585 2.828  -0.014
C -0.666 -0.361 3.269  -0.732
C 0.864 -3.496 -2.056  -0.153
C -2.930 0.382 3.807  -0.281
C -3.823 4.684 1.376  0.005
C 3.055 -1.772 -1.837  -0.008
C -1.622 3.679 2.118  0.056
C -1.939 -0.074 2.882  -0.704
C -2.611 3.837 1.197  -0.241
C -0.288 -0.262 4.649  -0.275
C 4.556 1.435 -2.398  -0.063
C -1.469 -2.679 -0.849  -0.126
C 3.220 1.437 -2.032  -0.284
C 3.937 2.298 -4.554  -0.081
C 3.162 -3.004 -2.506  -0.062
C -1.443 -3.908 -1.528  -0.038
C 1.855 -1.369 -1.281  -0.254
C -0.285 -4.316 -2.119  0.000
H 0.223 2.781 3.852  0.099
H -1.653 4.223 3.049  0.135
H 3.931 -1.152 -1.744  0.092
H -3.706 5.337 2.236  0.092
H 1.298 3.316 2.541  0.110
H -2.339 -4.511 -1.555  0.109
H 4.217 2.632 -5.545  0.103
H 2.192 -4.801 -3.149  0.110
H 1.198 1.858 -2.602  0.061
H -4.015 5.291 0.491  0.094
H 4.121 -3.275 -2.928  0.109
H -2.364 -2.350 -0.340  0.061
H -0.226 -5.265 -2.637  0.121
H -4.689 4.041 1.549  0.105
H -3.228 3.215 -0.674  0.161
H 5.299 1.094 -1.689  0.114
H 1.001 1.609 2.730  0.032
H 1.839 2.628 -4.873  0.105
H 5.954 1.875 -3.961  0.105

Output
**HOMO-LUMO gap (alpha / beta)**: 0.2437 / 0.2240 Ha
**2S+1**: 2
**HOMO level (alpha / beta)**: -7.65 / -7.53 eV
**E**: -3130.8153 a.u.
**Charge**: 0
**⟨S²⟩**: 0.760